{
  "formula": "C43H70F24N2O21S6",
  "method": "wB97M-V/def2-TZVPD",
  "orbital_gap_ha": [0.2395, 0.0819],
  "e_lumo_ha": [-0.17138, -0.32897],
  "multiplicity": 2,
  "charge": 1,
  "e_tot_ev": -221916.2918,
  "species": ["O", "S", "O", "O", "C", "C", "C", "H", "H", "H", "H", "H", "H", "H", "H", "O", "S", "O", "O", "C", "C", "C", "H", "H", "H", "H", "H", "H", "H", "H", "O", "S", "O", "O", "C", "C", "C", "H", "H", "H", "H", "H", "H", "H", "H", "O", "S", "O", "O", "C", "C", "C", "H", "H", "H", "H", "H", "H", "H", "H", "O", "S", "O", "O", "C", "C", "C", "H", "H", "H", "H", "H", "H", "H", "H", "O", "S", "O", "O", "C", "C", "C", "H", "H", "H", "H", "H", "H", "H", "H", "N", "C", "C", "C", "C", "C", "H", "H", "H", "H", "H", "N", "C", "C", "C", "C", "C", "H", "H", "H", "H", "H", "C", "C", "C", "F", "F", "F", "F", "O", "C", "C", "F", "F", "F", "F", "H", "H", "H", "H", "C", "C", "C", "F", "F", "F", "F", "O", "C", "C", "F", "F", "F", "F", "H", "H", "H", "H", "C", "C", "C", "F", "F", "F", "F", "O", "C", "C", "F", "F", "F", "F", "H", "H", "H", "H"],
  "coordinates": [[3.476, -7.011, 5.953], [2.453, -5.992, 6.237], [1.509, -6.087, 7.361], [3.330, -4.560, 6.315], [2.669, -3.452, 6.835], [2.490, -2.329, 5.835], [1.551, -5.573, 4.704], [3.296, -3.163, 7.679], [1.747, -3.720, 7.351], [1.770, -1.596, 6.198], [1.953, -2.738, 4.979], [3.482, -1.992, 5.534], [1.108, -6.484, 4.301], [2.311, -5.181, 4.027], [0.879, -4.740, 4.909], [6.730, -0.143, 2.397], [5.948, -1.049, 3.285], [6.463, -1.536, 4.574], [4.472, -0.465, 3.490], [4.499, 0.840, 3.962], [3.214, 1.609, 3.697], [5.315, -2.453, 2.327], [5.248, 1.387, 3.389], [4.703, 0.824, 5.032], [2.335, 1.121, 4.118], [2.982, 1.902, 2.673], [3.435, 2.545, 4.210], [4.913, -3.119, 3.091], [6.185, -3.048, 2.047], [4.605, -2.071, 1.594], [1.027, -0.713, -8.150], [0.543, 0.570, -7.644], [1.274, 1.325, -6.663], [0.158, 1.561, -8.966], [0.153, 3.085, -8.893], [-0.120, 3.628, -10.279], [-1.131, 0.314, -7.084], [1.025, 3.442, -8.344], [-0.548, 3.399, -8.120], [0.457, 3.043, -10.996], [0.212, 4.666, -10.287], [-1.180, 3.540, -10.516], [-1.597, 1.253, -6.786], [-1.248, -0.374, -6.247], [-1.668, -0.144, -7.915], [-3.784, -1.178, 2.837], [-4.819, -0.514, 2.063], [-4.993, -0.642, 0.571], [-6.260, -0.646, 2.894], [-6.854, -1.946, 2.988], [-8.255, -1.783, 3.608], [-4.528, 1.206, 2.523], [-6.269, -2.700, 3.515], [-7.065, -2.176, 1.943], [-8.130, -1.775, 4.691], [-8.712, -2.711, 3.265], [-8.848, -0.966, 3.199], [-3.589, 1.093, 3.064], [-5.393, 1.447, 3.141], [-4.484, 1.834, 1.632], [-4.051, 2.416, 5.384], [-3.386, 3.068, 6.492], [-2.806, 2.355, 7.627], [-2.184, 3.930, 5.843], [-1.077, 3.202, 5.461], [-0.191, 4.140, 4.703], [-4.566, 4.414, 6.993], [-1.478, 2.435, 4.798], [-0.658, 2.693, 6.329], [-0.504, 5.140, 5.003], [-0.395, 4.083, 3.634], [0.893, 4.075, 4.788], [-4.773, 4.277, 8.055], [-5.550, 4.418, 6.526], [-4.107, 5.402, 6.977], [2.555, -3.400, -0.040], [2.488, -4.852, 0.263], [2.812, -5.908, -0.681], [3.374, -5.114, 1.667], [3.641, -6.514, 2.024], [4.752, -6.604, 3.055], [0.765, -5.268, 0.901], [3.969, -7.067, 1.144], [2.708, -6.987, 2.329], [4.895, -5.754, 3.722], [5.661, -6.575, 2.453], [4.803, -7.572, 3.554], [0.396, -4.390, 1.431], [0.877, -6.157, 1.522], [0.131, -5.359, 0.019], [0.094, -6.208, -4.158], [1.048, -6.641, -4.992], [1.612, -5.864, -5.982], [1.078, -4.587, -6.188], [-0.068, -4.191, -5.467], [-0.475, -4.978, -4.372], [1.546, -7.537, -4.652], [2.410, -6.195, -6.630], [1.375, -4.080, -7.094], [-0.584, -3.281, -5.737], [-1.275, -4.647, -3.726], [-4.650, 2.784, -1.789], [-5.061, 4.069, -1.771], [-6.101, 4.510, -1.017], [-6.804, 3.621, -0.128], [-6.393, 2.271, -0.189], [-5.331, 1.836, -1.093], [-4.416, 4.787, -2.253], [-6.474, 5.504, -1.217], [-7.601, 3.910, 0.542], [-6.772, 1.476, 0.435], [-4.952, 0.827, -1.152], [-0.738, -0.739, -0.328], [-1.553, -0.268, -1.500], [-0.972, -0.980, -2.788], [-0.773, -2.311, -2.662], [-1.528, -0.687, -3.897], [-2.817, -0.476, -1.284], [-1.519, 0.980, -1.605], [-1.061, 0.054, 0.886], [-0.091, 0.449, 1.826], [0.192, -0.812, 2.792], [0.876, -1.807, 2.193], [0.823, -0.645, 3.981], [1.061, 1.011, 1.479], [-0.801, 1.400, 2.449], [0.313, -0.564, -0.556], [-0.740, -1.804, -0.094], [-0.008, -0.491, -2.929], [-0.810, -1.170, 3.027], [3.255, 2.019, -4.023], [4.122, 3.134, -4.793], [4.213, 4.440, -3.933], [4.778, 5.449, -4.656], [3.104, 4.868, -3.343], [5.319, 2.677, -5.077], [3.586, 3.391, -5.991], [4.010, 1.582, -2.876], [3.298, 0.795, -1.869], [4.225, 0.553, -0.656], [3.740, -0.423, 0.070], [5.524, 0.242, -0.912], [2.153, 1.358, -1.566], [3.000, -0.340, -2.434], [3.173, 1.170, -4.702], [2.244, 2.347, -3.781], [4.852, 4.344, -3.055], [4.289, 1.312, 0.124], [-0.200, 4.624, -3.045], [-0.590, 3.786, -4.343], [-2.080, 4.095, -4.680], [-2.362, 5.419, -4.667], [-2.516, 3.616, -5.866], [0.213, 4.126, -5.341], [-0.298, 2.468, -4.201], [-1.213, 4.353, -2.053], [-0.688, 4.163, -0.748], [-1.869, 4.126, 0.261], [-1.545, 3.848, 1.530], [-2.697, 5.166, 0.288], [-0.004, 2.990, -0.881], [0.183, 5.130, -0.429], [-0.195, 5.709, -3.150], [0.833, 4.493, -2.723], [-2.792, 3.720, -3.945], [-2.561, 3.331, -0.017]],
  "forces_ev_per_a": [[-2.2191, 1.8597, 0.6485], [0.9173, 0.3747, 0.1892], [1.8868, 0.0768, -2.1002], [-0.5469, -3.1889, -0.6904], [-0.4267, 1.4437, 1.9575], [-0.3629, -1.1328, -0.1567], [0.8259, -0.1587, 0.4926], [0.1370, 0.5075, -0.0510], [-0.3084, -0.2408, -0.4013], [0.6524, 0.3990, 0.3022], [0.3008, -0.0351, -0.3721], [-0.3432, 0.5483, -0.1036], [-0.2688, 0.2078, 0.1823], [0.0880, -0.2353, 0.0041], [-0.3013, -0.4399, 0.1781], [-1.6228, -1.8002, 2.3132], [1.2124, -1.0761, -1.1600], [-0.5820, 1.2634, -2.1687], [0.2863, -0.9381, -0.4410], [-0.6382, 2.0858, -0.1940], [0.0204, 0.0740, 0.5634], [1.1090, 0.0370, 1.5133], [0.4786, 0.0104, 0.4663], [0.1625, 0.1859, -0.0057], [0.0868, 0.1698, 0.1403], [0.4034, -0.4411, -0.1611], [-0.5212, 0.1876, 0.2014], [-0.7837, 0.3341, -0.0341], [0.0259, 0.4588, -0.9240], [0.3763, -0.4547, -0.0728], [-0.4740, 1.9024, 0.5023], [-1.0257, 0.7432, -1.5891], [-0.0332, -0.4194, -0.5106], [0.8895, -0.5308, 1.5179], [0.0256, -0.9919, 1.6401], [0.2869, -0.5628, 0.6435], [-0.4951, -0.2781, -0.0730], [0.9006, -0.3740, -0.9497], [-1.0023, -0.3151, -0.4023], [0.0191, 0.2000, -0.0854], [-0.1676, -0.0042, -0.2063], [0.1090, 0.1361, -0.0684], [0.2129, 0.1061, -0.2255], [0.6796, 0.0540, 0.0655], [0.0449, 0.2784, -0.1259], [-0.8588, -1.0694, -1.3175], [-0.3162, 1.8329, -0.8620], [0.2058, -0.6739, 4.0646], [2.0119, 0.0622, -0.6483], [-1.7490, 0.8538, -1.2328], [1.2041, -0.9425, -0.1158], [-0.5216, -0.8044, -0.5593], [0.2522, 0.2802, -0.1222], [0.4203, -0.8518, -0.0437], [-0.5845, 0.2228, -0.0433], [-0.5160, -0.0750, 0.5424], [0.3603, 0.1153, 0.1697], [-0.2773, 0.6361, 0.0525], [0.4530, 0.3463, 0.1480], [0.1070, -0.0773, 0.1638], [0.4893, -0.3960, 0.9396], [-0.2857, 0.7490, -0.0025], [-1.3016, 0.7975, -1.5576], [-2.7332, 1.5887, 1.5073], [0.9968, -2.0819, -0.6741], [0.2315, 0.9413, -0.7751], [0.7350, -0.1081, 1.2707], [0.4575, -0.4209, -0.1762], [0.3649, 0.2171, 0.0241], [0.3370, 0.1652, 0.0275], [-0.1076, -0.0465, 0.0267], [-0.1377, -0.3801, 0.5017], [0.2031, -0.4111, 0.0974], [0.5487, -0.4308, -0.6641], [0.2394, -0.1991, -0.5404], [0.1745, -3.4935, 0.5698], [-0.7732, 0.7302, 1.6135], [0.0046, 1.3445, 0.4266], [-0.7280, 0.2661, -1.6940], [-0.2151, -0.3092, -0.1957], [1.0970, 0.3995, -0.9893], [1.3891, 1.1988, -0.6767], [-0.1035, 0.2487, -0.1458], [-0.1222, 0.1852, 0.3185], [-0.7128, -0.2361, 0.3273], [0.2935, 0.0119, 0.0208], [-0.4791, 0.2602, 0.2311], [0.2831, -0.1551, 0.3430], [-0.2897, 0.0953, -0.2575], [0.1842, -0.5183, 0.0413], [0.2976, 2.3811, -2.4364], [-0.9504, -0.9159, 2.9608], [-0.6974, 1.7361, -1.5812], [-1.4805, -0.8967, -0.2448], [2.4670, -0.0836, -0.1366], [0.4353, -1.6984, 0.8621], [0.1828, -0.2530, -0.0309], [0.2324, -0.2859, 0.3884], [0.2388, 0.5708, 0.2273], [-0.3483, -0.0791, 0.0789], [-0.3001, -0.3140, -0.0662], [-0.3152, -1.0490, 0.0732], [0.8794, -1.2888, 0.5683], [-2.3274, -0.4224, 1.1793], [1.8406, -1.1238, -1.7330], [1.3276, -0.2643, -1.1076], [-0.6580, 3.5887, 0.6784], [-0.0829, 0.0216, -0.5003], [0.1536, 0.2886, 0.5208], [0.0142, 0.2445, -0.1183], [-0.4778, 0.1866, 0.1773], [-0.2963, 0.0029, 0.0608], [2.1079, 0.4899, 2.2871], [0.5751, -4.2272, 0.5130], [3.1318, 2.0548, 2.5991], [-0.5655, -0.6553, 0.1715], [-3.1910, 0.0846, -3.0254], [-3.3164, -2.1924, 0.1504], [1.7624, 5.3353, -1.3461], [1.2254, -0.6602, -1.7058], [-1.0328, -1.3429, 1.0172], [-1.5657, -0.0361, 0.4802], [0.1817, 0.1433, -1.0271], [-0.0118, 1.1556, -0.4794], [0.0929, -0.1651, -1.3332], [0.3805, -0.0260, 1.0820], [0.1681, 0.2692, -0.1753], [-0.7974, 0.0097, -0.1508], [0.8128, -0.3374, 0.7681], [-0.1686, -0.0980, -0.0197], [0.9528, -0.1905, -0.7055], [-2.3148, -0.1428, 1.7187], [2.8551, 0.0005, 0.6882], [-0.6586, -0.2642, -0.3378], [-2.1366, 0.2148, -0.6121], [1.5986, -0.4275, 0.5566], [-1.0863, 0.3263, -0.2638], [-0.8283, -0.1399, 2.0344], [3.0007, 2.0933, -2.9037], [1.5812, 1.7061, 1.6552], [-1.5246, -2.6208, 0.4862], [-0.6462, 0.0241, -1.1937], [-0.9192, 0.8220, 1.0266], [-0.5264, -2.3524, -0.6564], [-0.0551, 0.1169, -0.2586], [0.1882, 0.3622, 0.0592], [0.6791, -0.9083, -0.3629], [-0.2680, 1.3559, -0.9696], [-0.4564, 0.0455, -0.2060], [0.3667, 1.5065, 1.3204], [-1.7382, -0.6594, 0.9575], [1.0390, 0.5470, -0.3272], [0.8375, -0.2865, -0.6018], [0.4874, 1.1986, -1.1294], [-1.1263, -0.2883, 0.7872], [0.4848, 0.2548, 1.6322], [-0.5359, 0.3029, -2.4234], [-2.0184, -2.6346, -0.4318], [1.3355, 0.3366, 0.4236], [0.5786, 1.8464, -0.4481], [-0.0255, 0.3533, 1.5816], [0.2006, -0.0851, 0.1401], [-0.4811, -0.0270, -1.0220], [-0.1189, -1.0617, 0.0440], [0.5818, -0.7282, 0.4091], [0.5264, -0.6382, -0.6762]],
  "lowdin_spin": [0.000, 0.000, 0.000, 0.000, 0.000, 0.000, 0.000, 0.000, 0.000, 0.000, 0.000, 0.000, 0.000, 0.000, 0.000, 0.000, 0.000, 0.000, 0.000, 0.000, 0.000, 0.000, 0.000, 0.000, 0.000, 0.000, 0.000, 0.000, 0.000, 0.000, 0.000, 0.000, 0.000, 0.000, 0.000, 0.000, 0.000, 0.000, 0.000, 0.000, 0.000, 0.000, 0.000, 0.000, 0.000, 0.000, 0.000, 0.000, 0.000, 0.000, 0.000, 0.000, 0.000, 0.000, 0.000, 0.000, 0.000, 0.000, 0.000, 0.000, 0.000, 0.000, 0.000, 0.000, 0.000, 0.000, 0.000, 0.000, 0.000, 0.000, 0.000, 0.000, 0.000, 0.000, 0.000, 0.000, 0.000, 0.000, 0.000, 0.000, 0.000, 0.000, 0.000, 0.000, 0.000, 0.000, 0.000, 0.000, 0.000, 0.000, 0.375, 0.152, 0.148, -0.017, 0.146, 0.154, 0.014, 0.006, 0.001, 0.012, 0.007, 0.000, 0.000, 0.000, 0.000, 0.000, 0.000, 0.000, 0.000, 0.000, 0.000, 0.000, 0.000, 0.000, 0.000, 0.002, 0.000, 0.000, 0.000, 0.000, 0.000, 0.000, 0.000, 0.000, 0.000, 0.000, 0.000, 0.000, 0.000, 0.000, 0.000, 0.000, 0.000, 0.000, 0.000, 0.000, 0.000, 0.000, 0.000, 0.000, 0.000, 0.000, 0.000, 0.000, 0.000, 0.000, 0.000, 0.000, 0.000, 0.000, 0.000, 0.000, 0.000, 0.000, 0.000, 0.000, 0.000, 0.000, 0.000, 0.000, 0.000, 0.000, 0.000, 0.000, 0.000, 0.000]
}